C27H78AgN12O9 | ωB97M-V/def2-TZVPD

Element x y z (Å)
1 Ag -11.521 -12.339 9.760
2 C -12.921 -12.261 2.530
3 C -13.939 -12.107 3.702
4 C -14.613 -10.692 3.837
5 O -13.641 -9.647 3.890
6 C -12.936 -9.629 5.174
7 N -14.880 -13.227 3.698
8 H -12.722 -13.308 2.303
9 H -11.951 -11.797 2.707
10 H -13.366 -11.862 1.618
11 H -13.357 -12.162 4.622
12 H -15.133 -10.834 4.784
13 H -15.247 -10.442 2.986
14 H -12.208 -8.819 5.226
15 H -12.329 -10.508 5.396
16 H -13.630 -9.347 5.966
17 H -14.582 -13.966 4.319
18 H -15.765 -12.942 4.092
19 C -9.528 -15.328 16.147
20 C -10.903 -14.986 16.762
21 C -12.094 -15.515 15.874
22 O -12.444 -14.505 14.900
23 C -13.774 -14.719 14.338
24 N -11.055 -15.476 18.161
25 H -9.338 -14.689 15.285
26 H -9.469 -16.364 15.813
27 H -8.647 -15.175 16.770
28 H -11.011 -13.906 16.862
29 H -13.030 -15.788 16.362
30 H -11.866 -16.439 15.342
31 H -14.590 -14.428 14.999
32 H -13.806 -15.774 14.064
33 H -13.819 -14.033 13.492
34 H -11.976 -15.509 18.574
35 H -10.663 -16.401 18.261
36 C -9.653 -13.394 5.594
37 C -10.598 -12.810 6.672
38 C -11.938 -13.701 6.740
39 O -12.930 -13.269 7.648
40 C -14.110 -12.632 7.118
41 N -9.827 -12.865 7.991
42 H -10.110 -13.380 4.605
43 H -9.473 -14.438 5.852
44 H -8.664 -12.936 5.604
45 H -10.813 -11.760 6.472
46 H -11.707 -14.635 7.252
47 H -12.293 -13.851 5.720
48 H -14.588 -13.102 6.259
49 H -13.928 -11.564 7.002
50 H -14.864 -12.615 7.905
51 H -9.054 -12.219 8.069
52 H -9.397 -13.771 8.105
53 C -7.888 -12.299 12.450
54 C -8.982 -12.645 11.449
55 C -9.236 -14.180 11.369
56 O -9.748 -14.534 10.065
57 C -9.696 -15.844 9.720
58 N -10.117 -11.885 11.813
59 H -7.668 -11.240 12.313
60 H -6.985 -12.859 12.207
61 H -8.125 -12.500 13.495
62 H -8.575 -12.449 10.457
63 H -9.936 -14.477 12.149
64 H -8.349 -14.779 11.573
65 H -8.643 -16.124 9.680
66 H -10.106 -15.906 8.712
67 H -10.143 -16.358 10.570
68 H -9.758 -10.942 11.846
69 H -10.356 -12.088 12.773
70 C -15.211 -10.444 11.981
71 C -13.963 -11.228 11.587
72 C -14.483 -12.631 10.942
73 O -13.440 -13.550 10.511
74 C -13.919 -14.826 10.129
75 N -13.136 -10.568 10.645
76 H -15.041 -9.471 12.440
77 H -15.644 -11.076 12.756
78 H -15.965 -10.341 11.200
79 H -13.457 -11.561 12.493
80 H -15.240 -12.426 10.186
81 H -15.030 -13.135 11.739
82 H -13.093 -15.537 10.127
83 H -14.294 -14.733 9.110
84 H -14.542 -15.262 10.910
85 H -12.609 -9.902 11.191
86 H -13.679 -9.939 10.072
87 C -14.776 -7.911 8.603
88 C -13.776 -6.755 8.441
89 C -14.415 -5.551 7.759
90 O -13.330 -4.695 7.548
91 C -13.568 -3.679 6.583
92 N -13.383 -6.431 9.774
93 H -14.992 -8.444 7.677
94 H -15.731 -7.631 9.048
95 H -14.375 -8.726 9.206
96 H -12.926 -7.101 7.853
97 H -15.194 -5.171 8.420
98 H -14.914 -5.778 6.817
99 H -12.662 -3.201 6.210
100 H -14.275 -2.914 6.904
101 H -13.940 -4.183 5.691
102 H -14.155 -6.477 10.423
103 H -13.203 -5.443 9.671
104 C -6.323 -10.960 7.602
105 O -7.393 -11.434 7.756
106 N -6.015 -9.788 7.049
107 N -5.210 -11.563 7.843
108 H -6.773 -9.144 6.876
109 H -5.116 -9.594 6.630
110 H -4.352 -11.067 7.648
111 H -5.282 -12.231 8.597
112 C -11.172 -10.717 15.112
113 O -11.400 -10.199 14.036
114 N -10.673 -10.131 16.135
115 N -11.435 -11.949 15.413
116 H -10.375 -9.169 16.219
117 H -10.267 -10.751 16.821
118 H -11.983 -12.434 14.717
119 H -11.192 -12.305 16.327
120 C -10.537 -9.144 8.871
121 O -11.359 -9.420 8.048
122 N -10.751 -8.156 9.696
123 N -9.409 -9.795 9.174
124 H -10.055 -7.964 10.402
125 H -11.694 -7.805 9.607
126 H -8.774 -9.136 9.602
127 H -9.081 -10.465 8.493

The multiplicity is 1. For the orbital gap, the calculation gives 8.819 eV. As for the net charge: +1. For the calculated total energy, the calculation gives -2556.43413 hartree.